# C3H4F2

A 2-piece molecular cluster, C3H4F2 overall (ωB97M-V with the def2-TZVPD basis set, the Open Molecules 2025 dataset).

Element x y z (Å)
C -0.58714 0.08567 0.80150
C -0.35729 -0.15385 -0.75513
C 0.66779 0.36817 0.06834
F 1.36437 1.43305 -0.05424
F 2.10452 -1.41829 0.07500
H -1.09260 1.01949 0.86576
H -0.63712 -0.66431 1.55661
H -0.50551 -1.16339 -1.18971
H -0.95702 0.49345 -1.36813

Forces on the atoms, in the same order (eV/Å):
1.9 0.6 -1.5
-1.6 -1.8 -0.5
0.9 -2.5 -0.1
0.4 -0.1 0.2
-2.1 2.6 0.2
-0.6 0.5 1.0
-0.2 -0.5 0.1
1.1 0.5 0.8
0.2 0.8 -0.2

Summary:
spin multiplicity	1
relative energy (zero: lowest compared OMol25 entry of this formula, charge and spin)	98.10	kcal/mol
frontier orbital gap	9.26	eV

---

# C3H3ClFN

One molecule with the formula C3H3ClFN (ωB97M-V with the def2-TZVPD basis set, the Open Molecules 2025 dataset).

Element x y z (Å)
C 0.11970 -0.19514 0.97635
C 0.10809 0.54934 -0.36270
C -0.14403 -0.33256 -1.53153
H 0.68783 0.47897 1.66535
H -0.64849 1.27387 -0.28578
H 1.02194 1.08666 -0.46549
N -0.28900 -1.07063 -2.40417
F 0.69492 -1.38435 0.82443
Cl -1.55095 -0.40616 1.58355

Forces on the atoms, in the same order (eV/Å):
-0.1 1.6 -0.2
-0.3 -1.4 -0.3
0.2 -0.1 0.2
-0.5 -1.0 0.0
-1.1 1.0 -0.1
0.9 0.2 -0.3
0.0 0.6 0.5
0.6 -0.8 0.3
0.4 0.0 0.0

Summary:
spin multiplicity	1
structure (SMILES)	N#CC[C@H](F)Cl
relative energy (zero: lowest compared OMol25 entry of this formula, charge and spin)	3.13	kcal/mol
frontier orbital gap	12.18	eV

---

# C16H13Cl6NO3Pt

C16H13Cl6NO3Pt as an isolated structure (ωB97M-V with the def2-TZVPD basis set, the Open Molecules 2025 dataset).

Element x y z (Å)
Pt 0.51970 0.03867 0.08835
Cl -0.26536 3.39559 5.79253
C -0.68287 2.35351 4.50653
C -1.45318 1.20110 4.77110
Cl -2.00266 0.91515 6.36862
C -1.76380 0.31924 3.75513
Cl -2.71255 -1.07878 4.06470
C -1.25896 0.49569 2.43696
O -1.41410 -0.33726 1.51291
C -0.51505 1.75144 2.14815
O -0.12677 1.95819 0.96175
C -0.26923 2.64139 3.21751
Cl 0.63791 4.06722 2.88148
C 0.53858 1.79418 -2.76383
C -0.32041 0.56494 -3.00137
O -1.09718 0.35514 -1.82968
C -2.00497 -0.73394 -1.89224
C -1.34749 -2.06724 -1.56283
H 1.24963 1.93110 -3.57298
H 1.08091 1.66233 -1.81794
H -0.08598 2.67852 -2.68085
H 0.31285 -0.30792 -3.20989
H -0.99859 0.71987 -3.85341
H -2.46635 -0.75900 -2.88871
H -2.77377 -0.50739 -1.14830
H -0.59663 -2.33564 -2.30083
H -2.09711 -2.85161 -1.52289
H -0.86772 -1.98697 -0.58224
Cl 2.36532 0.48668 2.17268
C 3.51127 -0.62744 1.51505
C 4.72629 -0.82915 2.12135
C 5.62586 -1.73982 1.57880
C 5.29276 -2.45672 0.43657
C 4.06975 -2.27593 -0.16448
Cl 3.64846 -3.18564 -1.55667
C 3.10789 -1.33379 0.32881
N 1.96406 -1.13498 -0.25584
H 4.97609 -0.27338 3.01220
H 6.58281 -1.89143 2.04652
H 5.99684 -3.15501 0.01271

Forces on the atoms, in the same order (eV/Å):
0.6 -1.8 0.5
0.0 0.2 0.2
0.4 0.6 -0.9
-0.4 -0.7 -0.5
0.0 -0.1 0.0
-0.1 0.0 0.8
0.0 0.0 -0.1
0.3 0.8 -0.3
1.1 0.1 -0.5
-0.7 -0.6 0.1
0.5 -0.8 -0.4
0.2 0.4 0.9
-0.1 -0.1 -0.1
-0.2 -0.3 0.2
0.1 0.1 -0.1
-0.2 0.2 -0.4
-0.2 -0.2 0.0
0.0 0.4 0.0
0.1 0.0 -0.1
0.0 0.2 -0.3
0.0 0.1 0.0
-0.1 0.0 0.0
0.1 -0.1 0.1
0.0 0.0 0.1
0.0 0.0 -0.1
0.1 -0.1 -0.1
-0.1 -0.1 0.0
-0.1 -0.2 -0.1
1.0 0.0 0.9
-0.7 -0.1 -0.4
0.3 0.1 0.2
-0.6 0.2 -0.2
0.2 -0.1 0.0
-0.6 0.3 -0.1
0.1 -0.1 -0.1
1.9 -0.1 1.9
-3.3 1.9 -1.4
0.0 0.0 0.1
0.2 0.0 0.1
0.0 -0.1 -0.1

Summary:
spin multiplicity	1
frontier orbital gap (alpha / beta)	4.79 / 4.55	eV

---

For reference, max |F| by record: 3.32 1.64 4.07 eV Å⁻¹.